Run a
ORCA calculation (the ωB97M-V functional and the def2-TZVPD basis) on C4H6N2O2S2 in the gas phase.

Values from the calculation:
orbital gap = 8.264 eV
total charge = 0

CARTESIAN COORDINATES (ANGSTROEM)
C -2.3537 -1.4956 0.6264
C -1.6068 -2.4797 0.2073
C -0.6924 0.1127 0.5333
C 0.3488 1.8617 -1.0786
N -1.8537 -0.2528 0.8118
N -0.7876 -3.3670 0.1625
O -4.2443 0.4239 0.0477
O -2.4342 1.4960 -1.0618
S -0.2054 1.7780 0.7142
S -3.0720 1.2511 0.1979
H -3.4772 -1.4682 0.6388
H 0.0806 -0.4305 0.0117
H -0.6152 1.7167 -1.6195
H 0.9636 0.9257 -1.1643
H 0.5950 2.9117 -1.2716
H -0.4777 -3.7890 -0.6990

Atom charges from the Löwdin analysis, given in e for atoms 1 to 4:
1 C -0.155
2 C -0.141
3 C -0.510
4 C -0.309


Run b
ORCA calculation (the ωB97M-V functional and the def2-TZVPD basis) on C4H6N2O2S2 in the gas phase.

Values from the calculation:
orbital gap = 9.199 eV
structure (SMILES) = O=C1C=NC[C@H](O)N1SS
total charge = 0

CARTESIAN COORDINATES (ANGSTROEM)
C -0.6883 1.5871 -0.1698
C -0.2770 0.7112 1.0072
C -0.1475 0.0270 -1.7432
C -0.2687 -1.0875 -0.6064
N -0.5415 1.2829 -1.3993
N 0.0884 -0.5112 0.7429
O -0.1452 1.2574 2.0993
O -1.5706 -1.5526 -0.4581
S 2.7673 -0.2504 1.6980
S 1.0898 -1.3277 1.7248
H -0.9233 2.5873 0.1368
H 0.8887 0.0627 -2.0325
H -0.9276 -0.3630 -2.5503
H 0.3717 -2.0111 -0.8930
H 2.5931 0.5452 2.8606
H -2.3093 -0.9573 -0.4170

Atom charges from the Löwdin analysis, given in e for atoms 1 to 4:
1 C -0.016
2 C -0.553
3 C -0.189
4 C -0.340


Tell me which of them is the least stable. Sure, it is run a.


Run a
ORCA calculation (the ωB97M-V functional and the def2-TZVPD basis) on C5H6FNO2 in the gas phase.

Values from the calculation:
orbital gap (spin up / spin down) = 8.377 / 8.371 eV
total charge = 0

CARTESIAN COORDINATES (ANGSTROEM)
C 1.1783 1.2819 -0.1547
C -1.0735 1.1157 -0.0746
C 2.1679 1.9450 0.3889
C 1.1974 -0.0661 -0.6870
C -1.8310 -1.0695 -0.1963
N -0.8136 -0.1483 0.2734
O -2.1928 1.5430 -0.1648
O 0.0156 1.9995 -0.2015
F 1.9827 -0.8642 -0.0550
H 2.1196 2.9996 0.6824
H 3.1677 1.4758 0.4538
H 0.9908 -0.2796 -1.7592
H -2.0245 -0.8270 -1.2898
H -1.5303 -2.1681 0.1241
H -2.7718 -0.8386 0.3361

Atom charges from the Löwdin analysis, given in e for atoms 1 to 4:
1 C -0.369
2 C -0.616
3 C 0.122
4 C -0.028


Run b
ORCA calculation (the ωB97M-V functional and the def2-TZVPD basis) on a molecular structure, C5H6FNO2.

Values from the calculation:
orbital gap = 11.229 eV
total charge = 0

CARTESIAN COORDINATES (ANGSTROEM)
C -0.2636 1.1157 -0.5821
C 0.1090 -0.9103 1.0976
C 0.1084 0.7159 -2.0077
C 0.5921 -0.5772 -1.3476
C -0.4863 -0.1311 2.3117
N 0.1967 -0.0955 -0.0576
O -0.7693 2.0281 -0.0344
O 0.4231 -2.0738 1.0503
F 1.9988 -0.6231 -1.4430
H -0.9354 0.4925 -2.4594
H 0.8672 1.3235 -2.6338
H 0.2646 -1.5911 -1.5420
H -0.4852 1.0371 2.0092
H -0.0610 -0.3810 3.3007
H -1.5591 -0.3296 2.3382

Atom charges from the Löwdin analysis, given in e for atoms 1 to 4:
1 C -0.440
2 C -0.409
3 C 0.029
4 C -0.272


Tell me which of them is the least stable. Sure, it is run a.


Run a
ORCA calculation (the ωB97M-V functional and the def2-TZVPD basis) on C4H6BrNO in the gas phase.

Values from the calculation:
orbital gap = 10.525 eV
structure (SMILES) = O=CNC1(Br)CC1
total charge = 0

CARTESIAN COORDINATES (ANGSTROEM)
C 0.3932 -2.2402 0.3725
C -0.1836 0.4478 -1.1909
C -0.0739 1.2364 0.0793
C -0.8700 -0.0625 -0.0453
N -0.3718 -1.1487 0.7039
O 0.6347 -2.6693 -0.7394
Br -2.8367 -0.0429 -0.0203
H 0.8752 -2.6432 1.2713
H -0.9314 0.8519 -1.8990
H 0.6467 -0.0705 -1.7478
H 0.8447 1.0167 0.4585
H -0.6404 2.2224 0.1196
H -0.6933 -1.1704 1.6517

Atom charges from the Löwdin analysis, given in e for atoms 1 to 4:
1 C -0.326
2 C -0.173
3 C -0.077
4 C -0.853


Run b
ORCA calculation (the ωB97M-V functional and the def2-TZVPD basis) on C4H6BrNO in the gas phase.

Values from the calculation:
orbital gap = 10.280 eV
structure (SMILES) = C[C@@H]1NC(=O)[C@H]1Br
total charge = 0

CARTESIAN COORDINATES (ANGSTROEM)
C -0.8106 1.3870 0.3417
C 0.0096 0.4351 1.2825
C -0.1322 -0.6094 -0.1462
C 1.0540 -0.9825 -0.9083
N -0.8997 0.5034 -0.6713
O -1.1230 2.5227 0.5315
Br -0.9379 -0.0315 2.8489
H 1.0252 0.8272 1.5148
H -0.7910 -1.4147 0.3568
H 0.9740 -0.4392 -1.9211
H 0.9753 -2.0243 -1.1136
H 1.9855 -0.7685 -0.4659
H -1.3292 0.5948 -1.6498

Atom charges from the Löwdin analysis, given in e for atoms 1 to 4:
1 C -0.592
2 C -0.565
3 C -0.316
4 C -0.066


Tell me which of them is the least stable. Sure, it is run a.


Run a
ORCA calculation (the ωB97M-V functional and the def2-TZVPD basis) on a molecular structure, C28H31Br4N3O5STeV.

Values from the calculation:
orbital gap (spin up / spin down) = 5.295 / 5.361 eV
multiplicity = 3
total charge = -1

CARTESIAN COORDINATES (ANGSTROEM)
V 0.4535 0.4685 1.0669
C 2.3259 0.3921 -1.2144
N 1.3515 -0.5331 -0.5789
C 0.2345 -0.7393 -1.5330
C 1.9705 -1.8530 -0.3106
C 3.0863 -1.8105 0.7251
N 2.5513 -1.9014 2.0649
C 2.1828 -3.2512 2.4428
C 3.4100 -1.3010 3.0672
H 2.7730 -0.0971 -2.0857
H 3.1031 0.6815 -0.5105
H 1.7970 1.2941 -1.5378
H 0.6034 -1.2003 -2.4541
H -0.2018 0.2248 -1.7635
H -0.5194 -1.3843 -1.0754
H 2.3295 -2.2563 -1.2641
H 1.1721 -2.5074 0.0428
H 3.6192 -0.8621 0.6484
H 3.8292 -2.5964 0.5017
H 3.0636 -3.9139 2.5078
H 1.4913 -3.6842 1.7193
H 1.6832 -3.2319 3.4102
H 4.3729 -1.8297 3.1693
H 2.8970 -1.3142 4.0287
H 3.6148 -0.2602 2.8093
Br -3.9832 5.3684 1.5518
C -2.3623 4.4115 1.4487
C -1.1860 4.9461 1.9651
Br -1.1829 6.6396 2.7942
C 0.0022 4.2189 1.8785
Br 1.6388 4.8612 2.5611
C 0.0324 2.9771 1.2657
O 1.1214 2.1983 1.1677
C -1.1679 2.4245 0.7651
O -1.0809 1.1834 0.2718
C -2.3445 3.1494 0.8573
Br -3.8844 2.3480 0.1167
O -1.2263 -3.6084 5.5308
S -1.1275 -2.1799 5.6399
O -0.9173 -1.6039 6.9362
N 0.0050 -1.6223 4.5811
C -0.5513 -0.9170 3.6475
O 0.1317 -0.3822 2.7007
C -2.0322 -0.7480 3.7329
C -2.8874 -0.0481 2.9007
C -4.2384 -0.0290 3.2289
C -4.7124 -0.6957 4.3540
C -3.8493 -1.4050 5.1847
C -2.5149 -1.4107 4.8453
H -2.5260 0.4645 2.0185
H -4.9233 0.5208 2.5966
H -5.7686 -0.6608 4.5882
H -4.2088 -1.9263 6.0616
C 0.1595 -2.3480 -6.1320
C 0.1343 -1.0249 -5.4115
C -1.0346 -0.5192 -4.8616
C -1.0674 0.6946 -4.1773
C -2.3702 1.1435 -3.5782
C 0.1073 1.4580 -4.0270
Te 0.1016 3.2523 -2.8913
C 1.2916 0.9624 -4.6096
C 2.5777 1.7400 -4.5607
C 1.2872 -0.2610 -5.2752
H -0.8473 -2.7535 -6.2390
H 0.7597 -3.0870 -5.5943
H 0.5888 -2.2490 -7.1314
H -1.9548 -1.0895 -4.9584
H -3.1611 0.4172 -3.7792
H -2.6639 2.1177 -3.9740
H -2.2777 1.2863 -2.4981
H 2.7504 2.1655 -3.5712
H 2.5298 2.5979 -5.2364
H 3.4237 1.1119 -4.8500
H 2.2155 -0.6227 -5.7113

Atom charges from the Löwdin analysis, given in e for atoms 1 to 4:
1 V 1.123
2 C -0.062
3 N -0.325
4 C -0.059


Run b
ORCA calculation (the ωB97M-V functional and the def2-TZVPD basis) on a molecular structure, C28H31Br4N3O5STeV.

Values from the calculation:
orbital gap (spin up / spin down) = 6.317 / 6.765 eV
multiplicity = 3
total charge = -1

CARTESIAN COORDINATES (ANGSTROEM)
V -0.0399 0.1857 1.0467
C 2.1454 2.3069 1.9263
N 2.4655 0.8967 2.1366
C 2.5771 0.6206 3.5604
C 3.6941 0.5048 1.4537
C 3.5156 0.1656 -0.0243
N 2.4460 -0.8041 -0.2446
C 2.2398 -1.0206 -1.6703
C 2.7248 -2.0743 0.4095
H 2.8674 2.9665 2.4340
H 1.1466 2.5264 2.3173
H 2.1564 2.5383 0.8659
H 3.4457 1.1287 4.0104
H 2.6679 -0.4527 3.7244
H 1.6821 0.9736 4.0727
H 4.0823 -0.3826 1.9572
H 4.4589 1.2933 1.5507
H 4.4785 -0.2398 -0.3848
H 3.2953 1.0593 -0.6061
H 3.1349 -1.4409 -2.1585
H 2.0037 -0.0789 -2.1582
H 1.4103 -1.7161 -1.8188
H 3.6873 -2.5057 0.0835
H 1.9259 -2.7743 0.1673
H 2.7386 -1.9414 1.4915
Br -1.6833 -1.2638 7.5512
C -1.7245 -0.2750 5.9392
C -2.5611 0.8316 5.7785
Br -3.7002 1.3375 7.2037
C -2.5697 1.5563 4.5901
Br -3.6997 3.0559 4.3445
C -1.7553 1.2078 3.4867
O -1.7009 1.7848 2.3596
C -0.9044 0.0740 3.6992
O -0.1697 -0.2030 2.6263
C -0.8974 -0.6427 4.8729
Br 0.2478 -2.1504 4.9516
O 1.6543 5.2889 -1.4310
S 1.0920 4.1742 -2.1387
O 1.5412 3.9460 -3.4838
N 1.2616 2.7877 -1.2649
C 0.1058 2.3168 -0.9147
O -0.0476 1.1884 -0.3109
C -1.0720 3.1298 -1.2987
C -2.4016 2.9039 -0.9862
C -3.3439 3.7791 -1.5109
C -2.9598 4.8497 -2.3120
C -1.6165 5.0931 -2.5859
C -0.6939 4.2174 -2.0628
H -2.6861 2.0876 -0.3334
H -4.3918 3.6227 -1.2918
H -3.7076 5.5140 -2.7248
H -1.3017 5.9396 -3.1818
C -1.3750 -4.1290 -5.3588
C -1.3043 -3.6458 -3.9336
C -1.9192 -2.4678 -3.5433
C -1.9129 -2.0379 -2.2181
C -2.6497 -0.7747 -1.8729
C -1.2426 -2.7968 -1.2446
Te -1.1743 -2.1866 0.8132
C -0.6213 -3.9959 -1.6303
C 0.0880 -4.8703 -0.6294
C -0.6588 -4.3967 -2.9603
H -1.8152 -3.3710 -6.0060
H -1.9912 -5.0289 -5.4194
H -0.3831 -4.3778 -5.7402
H -2.4313 -1.8648 -4.2870
H -3.1693 -0.3729 -2.7449
H -1.9589 -0.0206 -1.5046
H -3.3786 -0.9630 -1.0826
H 1.0362 -4.4229 -0.3220
H 0.2893 -5.8588 -1.0439
H -0.5173 -4.9810 0.2695
H -0.1747 -5.3237 -3.2543

Atom charges from the Löwdin analysis, given in e for atoms 1 to 4:
1 V 0.687
2 C -0.079
3 N -0.277
4 C -0.098


Tell me which of them is the least stable. Sure, it is run b.


Run a
ORCA calculation (the ωB97M-V functional and the def2-TZVPD basis) on 2 unconnected molecules or ions with the total composition C11H18O.

Values from the calculation:
orbital gap = 9.050 eV
structure (SMILES) = CCc1ccc(O)cc1.CCC
total charge = 0

CARTESIAN COORDINATES (ANGSTROEM)
C 2.8880 1.4351 1.4535
C 2.4322 -0.0046 1.4409
C 1.8625 2.1384 2.4370
H 3.7844 1.5573 1.9346
H 2.7151 2.1280 0.5091
H 1.9965 -0.2206 0.5843
H 1.6410 3.2131 2.1426
H 1.8158 -0.3681 2.1935
H 3.2791 -0.7627 1.5703
H 0.9568 1.5764 2.6768
H 2.3997 2.2385 3.3809
C -2.1836 0.9904 -0.5623
C -2.9237 1.6107 -1.7755
C -1.5410 -0.3314 -0.8398
C -2.1976 -1.5758 -0.3884
C -0.3069 -0.3796 -1.4028
C -1.4847 -2.7380 -0.4422
C 0.4331 -1.6398 -1.5038
C -0.1503 -2.7118 -0.8990
O 0.4888 -3.8640 -0.7744
H -1.3404 1.7128 -0.1186
H -2.6863 0.8065 0.3993
H -3.7649 1.0099 -2.0903
H -3.2516 -1.3599 -0.0341
H -0.0027 0.3104 -1.9701
H -2.0838 -3.6947 -0.2390
H 1.3300 -1.6458 -2.3073
H 1.3608 -3.7470 -1.3856
H -2.1803 1.8126 -2.5482
H -3.2861 2.5036 -1.4411

Atom charges from the Löwdin analysis, given in e for atoms 1 to 4:
1 C -0.260
2 C -0.125
3 C -0.138
4 H 0.051


Run b
ORCA calculation (the ωB97M-V functional and the def2-TZVPD basis) on 2 unconnected molecules or ions with the total composition C11H18O.

Values from the calculation:
orbital gap = 9.255 eV
structure (SMILES) = CCc1ccc(O)cc1.CCC
total charge = 0

CARTESIAN COORDINATES (ANGSTROEM)
C 0.2886 0.2860 -3.6726
C 1.2828 -0.6830 -3.0773
C 0.5906 1.7677 -3.4638
H -0.7133 0.0649 -3.3031
H 0.3670 0.1248 -4.7438
H 0.8964 -1.6918 -3.2279
H 2.2815 -0.7152 -3.4877
H -0.2894 2.4143 -3.4740
H 1.2349 2.2135 -4.2283
H 1.4895 -0.6511 -2.0033
H 1.1562 1.9712 -2.5615
C -0.7097 0.1516 0.0201
C -1.4526 1.4895 0.0069
C -0.4238 -0.3220 1.4258
C -1.0014 -1.4743 1.9465
C 0.4777 0.3632 2.2320
C -0.6277 -2.0098 3.1738
C 0.7126 -0.0472 3.5439
C 0.1967 -1.2557 3.9959
O 0.5552 -1.6551 5.2576
H -1.2823 -0.5429 -0.5897
H 0.2767 0.3386 -0.4111
H -1.4843 1.9730 -0.9600
H -1.7585 -1.9737 1.3541
H 1.0276 1.2472 1.9454
H -0.9570 -2.9799 3.5144
H 1.3104 0.5609 4.2132
H 0.1642 -2.5091 5.4544
H -1.1163 2.1764 0.7864
H -2.4924 1.3679 0.3339

Atom charges from the Löwdin analysis, given in e for atoms 1 to 4:
1 C -0.308
2 C -0.137
3 C -0.129
4 H 0.094


Tell me which of them is the least stable. Sure, it is run a.


Run a
ORCA calculation (the ωB97M-V functional and the def2-TZVPD basis) on a gas-phase ion, C3H4NS (charge +1).

Values from the calculation:
orbital gap = 7.565 eV
total charge = +1

CARTESIAN COORDINATES (ANGSTROEM)
C 0.1668 1.2818 -0.4676
C 0.1010 -0.0110 1.4566
C -0.1560 -1.0459 -0.9108
N 0.0163 1.0368 0.7296
S 0.2344 -1.4507 0.5879
H 0.0367 2.1914 -1.0171
H 0.1038 -0.1545 2.5134
H -0.1257 0.0860 -1.2873
H -0.3772 -1.9338 -1.6048

Atom charges from the Löwdin analysis, given in e for atoms 1 to 4:
1 C 0.139
2 C -0.411
3 C -0.271
4 N 0.003


Run b
ORCA calculation (the ωB97M-V functional and the def2-TZVPD basis) on a gas-phase ion, C3H4NS (charge +1).

Values from the calculation:
orbital gap = 7.114 eV
total charge = +1

CARTESIAN COORDINATES (ANGSTROEM)
C -0.6379 -0.8234 -0.1275
C -0.7839 -0.2812 0.9368
C 0.7244 1.4677 0.9244
N -0.4621 -1.4921 -1.1993
S -0.2680 0.8221 2.0597
H 1.4169 2.3112 0.9008
H 0.8887 1.0031 -0.0872
H -1.3208 -1.6135 -1.6735
H 0.4428 -1.3938 -1.7342

Atom charges from the Löwdin analysis, given in e for atoms 1 to 4:
1 C -0.239
2 C -0.371
3 C -0.188
4 N 0.159


Tell me which of them is the least stable. Sure, it is run a.